Formula: C2H30HfO14
Source: OMol25
Level of theory: the ωB97M-V functional and the def2-TZVPD basis

Geometry as XYZ:
```
47
Properties=species:S:1:pos:R:3:mulliken_charge:R:1
Hf 1.09 -1.63 1.85 1.429
C 0.24 0.58 -0.35 1.261
O 0.81 -0.28 0.51 0.632
H -0.69 0.83 0.03 -0.297
H 0.24 0.30 -1.37 -0.687
H 0.96 1.43 -0.36 0.868
C 4.13 -0.77 1.41 -0.545
O 3.01 -1.53 1.53 -0.734
H 5.09 -1.40 1.38 0.246
H 4.29 -0.04 2.30 0.244
H 4.09 -0.26 0.38 0.220
O -0.38 -1.99 -2.94 -0.527
H 0.03 -2.29 -2.12 0.208
H -0.87 -2.76 -3.17 0.306
O 1.62 0.51 -3.29 -0.647
H 2.44 0.55 -2.78 0.277
H 0.99 0.28 -2.64 -0.394
O -0.85 -1.18 2.55 -0.485
H -1.04 -1.26 3.55 0.425
H -1.50 -0.51 2.25 0.305
O -2.44 -1.13 -0.49 -0.600
H -2.90 -1.34 -1.30 0.364
H -2.06 -0.36 -0.83 0.110
O 1.29 0.22 3.04 -0.478
H 0.99 1.08 2.69 0.420
H 1.46 0.45 3.99 0.307
O -0.17 -2.71 0.43 -0.485
H 0.11 -3.50 -0.01 0.347
H -1.04 -2.50 0.10 0.280
O 0.20 2.46 2.27 -0.645
H -0.41 2.63 2.97 0.312
H -0.24 3.04 1.62 0.270
O -1.66 0.79 -3.31 -0.559
H -1.41 1.04 -4.22 0.333
H -1.13 0.01 -3.20 0.196
O -0.91 3.52 -0.27 -0.649
H -1.62 3.68 0.34 0.331
H -0.73 2.61 -0.23 0.052
O -3.23 1.34 -1.20 -0.582
H -3.68 2.19 -1.23 0.321
H -2.42 1.60 -1.67 0.286
O -2.76 0.84 2.25 -0.694
H -3.34 0.30 1.71 0.323
H -2.79 1.68 1.82 0.281
O 2.04 -2.12 -1.13 -0.375
H 2.79 -1.58 -1.20 0.174
H 2.36 -2.85 -1.65 0.256
```

**Net charge**: +2
**Kohn-Sham gap**: 8.512 eV
**E_HOMO**: -16.439 eV


Formula: C21H43Cl2NO20
Source: OMol25
Level of theory: the ωB97M-V functional and the def2-TZVPD basis

Geometry as XYZ:
```
87
Properties=species:S:1:pos:R:3:mulliken_charge:R:1
C 17.83 7.84 -6.47 -0.897
N 17.65 8.29 -5.08 0.795
O 18.00 7.50 -4.22 -0.387
O 17.12 9.36 -4.87 -0.375
H 17.73 6.76 -6.47 0.096
H 18.88 8.07 -6.64 0.296
H 17.16 8.38 -7.12 0.415
C 19.32 14.94 -3.61 -0.629
O 18.71 14.05 -2.64 -0.375
C 18.45 12.83 -3.05 0.855
O 18.65 12.44 -4.17 -0.543
O 17.89 12.17 -2.06 -0.385
C 17.80 10.76 -2.15 -0.479
H 18.83 14.95 -4.58 0.283
H 20.34 14.59 -3.80 0.301
H 19.23 15.87 -3.05 0.223
H 16.86 10.43 -2.57 0.239
H 17.91 10.26 -1.19 0.223
H 18.63 10.38 -2.75 0.322
C 14.50 7.90 -2.95 -0.473
O 13.54 8.88 -3.18 -0.096
C 12.27 8.53 -3.05 0.717
O 11.87 7.47 -2.65 -0.562
O 11.49 9.55 -3.44 -0.290
C 10.12 9.25 -3.47 -0.608
H 14.42 6.93 -3.44 0.300
H 14.72 7.63 -1.91 0.373
H 15.47 8.25 -3.31 -0.130
H 9.80 8.69 -4.35 0.165
H 9.57 10.19 -3.55 0.262
H 9.76 8.80 -2.55 0.317
C 10.57 8.08 -7.93 -0.616
O 11.92 7.75 -7.73 -0.254
C 12.34 6.49 -7.53 0.638
O 11.62 5.54 -7.36 -0.568
O 13.65 6.54 -7.36 -0.140
C 14.34 5.33 -7.23 -0.457
H 10.04 7.86 -6.99 0.214
H 10.11 7.52 -8.74 0.301
H 10.45 9.14 -8.11 0.241
H 14.32 4.90 -6.22 0.369
H 15.39 5.46 -7.46 -0.180
H 13.90 4.52 -7.82 0.367
C 21.25 3.19 -6.43 -0.587
O 20.29 3.49 -5.41 -0.373
C 20.08 4.79 -5.19 0.681
O 20.45 5.69 -5.89 -0.557
O 19.28 5.00 -4.15 -0.060
C 18.97 4.07 -3.13 -0.852
H 22.20 3.65 -6.13 0.306
H 20.92 3.44 -7.43 0.191
H 21.37 2.11 -6.39 0.236
H 19.01 3.04 -3.49 0.438
H 17.98 4.26 -2.73 0.296
H 19.74 4.15 -2.35 0.283
C 18.53 3.45 0.98 -0.577
O 19.21 4.69 0.84 -0.368
C 18.66 5.57 0.00 0.801
O 17.57 5.47 -0.48 -0.522
O 19.53 6.54 -0.19 -0.383
C 19.05 7.60 -1.05 -0.295
H 17.61 3.51 1.56 0.275
H 19.15 2.81 1.59 0.234
H 18.38 3.04 -0.01 0.246
H 18.97 7.15 -2.03 0.081
H 19.82 8.37 -1.03 0.336
H 18.13 8.02 -0.65 0.193
C 17.94 3.70 -8.68 -0.294
O 19.11 4.44 -8.94 -0.339
C 18.99 5.75 -9.13 0.972
O 17.97 6.38 -9.22 -0.610
O 20.22 6.25 -9.18 -0.330
C 20.42 7.63 -9.29 -0.690
H 18.08 3.02 -7.84 0.253
H 17.66 3.14 -9.57 0.340
H 17.12 4.33 -8.32 -0.052
H 19.77 8.08 -10.04 0.355
H 21.42 7.80 -9.68 0.284
H 20.34 8.20 -8.37 0.228
Cl 14.98 11.10 -7.67 -0.204
C 15.98 12.06 -6.52 -0.236
C 15.23 12.23 -5.20 0.295
Cl 13.82 13.30 -5.34 -0.217
H 16.22 13.01 -6.99 0.434
H 16.91 11.55 -6.30 0.085
H 15.90 12.65 -4.45 -0.143
H 14.89 11.27 -4.82 -0.019
```

**SMILES string**: C[N+](=O)[O-].COC(=O)OC.COC(=O)OC.COC(=O)OC.COC(=O)OC.COC(=O)OC.COC(=O)OC.ClCCCl
**Kohn-Sham gap**: 10.569 eV
**E_HOMO**: -10.258 eV


Formula: C18H18F3N4O7Tc
Source: OMol25
Level of theory: the ωB97M-V functional and the def2-TZVPD basis

Geometry as XYZ:
```
51
Properties=species:S:1:pos:R:3:mulliken_charge:R:1
Tc 0.90 0.11 -0.15 1.672
N 1.39 -1.57 2.74 -0.201
C 2.30 -1.72 1.81 0.988
O 2.24 -1.28 0.64 -0.587
C 3.56 -2.43 2.15 0.224
C 4.66 -2.15 1.32 0.173
N 5.50 -1.79 0.61 -0.511
C 3.67 -3.24 3.28 -0.140
N 3.69 -3.91 4.23 -0.280
H 0.60 -0.95 2.56 0.220
H 1.53 -1.94 3.67 0.251
N 5.62 0.85 -0.77 -0.132
C 4.13 0.82 -0.94 -0.839
C 3.55 1.53 0.30 0.727
O 4.36 2.08 1.03 -0.681
O 2.29 1.49 0.46 -0.652
H 5.97 -0.07 -0.49 0.342
H 5.73 1.51 0.04 0.370
H 6.12 1.18 -1.58 0.377
H 3.80 -0.21 -1.03 0.300
H 3.86 1.37 -1.84 0.401
C -5.57 1.33 0.17 -1.595
C -4.37 0.63 -0.41 0.688
C -3.72 -0.37 0.30 -0.622
C -2.60 -1.02 -0.21 0.809
C -2.01 -2.16 0.59 -1.765
C -2.13 -0.64 -1.47 1.096
C -2.79 0.34 -2.23 1.156
C -2.32 0.73 -3.61 -1.763
C -3.90 0.96 -1.67 -0.888
C -0.91 -1.28 -2.06 -0.499
O -0.81 -1.76 -3.14 -0.520
O 0.19 -1.25 -1.23 -0.813
H -5.72 1.06 1.21 0.379
H -6.47 1.07 -0.39 0.350
H -5.45 2.41 0.10 0.364
H -4.09 -0.66 1.28 0.440
H -2.81 -2.79 0.97 0.476
H -1.46 -1.78 1.45 0.193
H -1.34 -2.79 0.00 0.395
H -1.26 0.97 -3.62 0.318
H -2.87 1.61 -3.95 0.407
H -2.48 -0.08 -4.32 0.351
H -4.40 1.73 -2.24 0.370
F -2.09 2.87 0.12 -0.200
C -0.91 2.44 0.48 1.065
F -0.36 1.82 -0.69 -0.295
F -0.12 3.46 0.73 -0.256
C -0.94 1.43 1.65 0.139
O -1.71 1.60 2.55 -0.547
O -0.03 0.48 1.57 -0.256
```

**Net charge**: +1
**Kohn-Sham gap (spin up / spin down)**: 7.926 / 4.265 eV
**Spin multiplicity**: 4
**E_HOMO (spin up / spin down)**: -11.447 / -11.440 eV
**<S²>**: 3.782


Formula: C5H14N3
Source: OMol25
Level of theory: the ωB97M-V functional and the def2-TZVPD basis

Geometry as XYZ:
```
22
Properties=species:S:1:pos:R:3:mulliken_charge:R:1
C 0.33 2.97 -1.07 -1.279
C -0.01 1.50 -0.88 -0.153
C -0.97 0.77 1.25 -0.165
N -1.07 1.35 0.13 0.051
H -0.53 3.53 -1.41 0.403
H 0.70 3.41 -0.15 0.362
H 1.10 3.05 -1.83 0.341
H -0.39 1.06 -1.80 0.314
H 0.85 0.92 -0.54 0.220
H -1.82 0.80 1.93 0.340
H -0.05 0.29 1.56 0.220
H -1.95 1.80 -0.09 0.311
C -0.30 -2.39 -0.93 -0.820
N -0.23 -2.15 0.51 -0.133
C 0.99 -1.82 1.06 -0.194
N 1.23 -1.95 2.29 -0.687
H -1.34 -2.54 -1.22 0.297
H 0.08 -1.52 -1.47 0.229
H 0.28 -3.26 -1.24 0.351
H -0.75 -2.82 1.07 0.252
H 1.69 -1.38 0.33 0.479
H 2.17 -1.62 2.51 0.261
```

**Net charge**: +1
**Kohn-Sham gap**: 8.081 eV
**E_HOMO**: -12.706 eV